No. 1
Computed, not measured: a molecular structure, C40H57Br2F16N4O6 in a non-equilibrium geometry, with wB97M-V/def2-TZVPD.

Atoms and positions in Å:
C: -5.101450 -4.959507 -2.526636
C: -3.970872 -4.205602 -3.250111
C: -3.574737 -2.892106 -2.560055
C: -2.055512 -2.686807 -2.456904
N: -1.736940 -1.910649 -1.261849
C: -1.189725 -0.739959 -1.216846
N: -0.799079 -0.118676 -2.361432
C: -0.510114 1.303826 -2.154841
N: -0.380442 2.040413 -3.417458
C: 0.981631 2.620087 -3.533313
C: -0.655336 1.224027 -4.590363
C: 0.488803 0.523434 -5.281579
O: -1.747567 1.142466 -5.039635
C: -1.674638 1.875094 -1.266569
Br: -3.296365 1.671732 -2.324196
Br: -1.326142 3.803666 -1.182536
C: -1.705923 1.180309 0.149003
C: -1.034714 2.025015 1.226368
C: -0.948160 1.441203 2.658468
C: -1.518456 2.357989 3.738049
C: -1.125016 1.887567 5.149942
O: -2.245059 1.316380 5.836011
C: -3.135328 0.797033 0.627175
C: -4.239517 1.828832 0.746079
C: -5.474537 1.531436 0.132728
C: -6.575226 2.386433 0.218706
C: -6.478306 3.588822 0.924827
C: -5.272676 3.896508 1.560563
C: -4.176905 3.020608 1.476439
N: -1.010358 -0.149679 0.021352
C: 0.402773 -0.274549 0.494707
C: 1.142960 -1.526204 0.004247
C: 1.950649 -1.445520 -1.300702
C: 1.805645 -2.753389 -2.091080
C: 2.443549 -2.739802 -3.490366
C: 1.465944 -3.123985 -4.569176
O: 1.023382 -4.465374 -4.326921
C: 0.280064 -4.997398 -5.341585
C: -1.007717 -4.333923 -5.701275
O: 0.630104 -5.997265 -5.858799
H: -4.763394 -5.928004 -2.182127
H: -5.942910 -5.088629 -3.192915
H: -5.463988 -4.413888 -1.662116
H: -4.286991 -3.982235 -4.261796
H: -3.092222 -4.839358 -3.305031
H: -4.005378 -2.020988 -3.043756
H: -3.954872 -2.883988 -1.541216
H: -1.597468 -3.663361 -2.335236
H: -1.643414 -2.214412 -3.335971
H: -1.988678 -2.317023 -0.373406
H: -0.063307 -0.638569 -2.830841
H: 0.401106 1.480248 -1.585141
H: 1.118101 3.047682 -4.515607
H: 1.042541 3.436830 -2.824895
H: 1.775509 1.921128 -3.277788
H: 0.942090 1.214458 -5.983558
H: 0.074314 -0.286962 -5.864287
H: 1.239838 0.137711 -4.600480
H: -0.035552 2.289206 0.908296
H: -1.548941 2.968941 1.288810
H: -1.326208 0.429776 2.755332
H: 0.111041 1.342450 2.893421
H: -1.222737 3.388793 3.576949
H: -2.599029 2.268882 3.718878
H: -0.370482 1.114710 5.085604
H: -0.806822 2.714457 5.769292
H: -2.658712 0.691611 5.237148
H: -3.031911 0.276332 1.572604
H: -3.504150 0.038206 -0.057783
H: -5.584328 0.612898 -0.423150
H: -7.505471 2.123688 -0.258591
H: -7.311772 4.265205 1.006837
H: -5.166819 4.806804 2.125487
H: -3.284088 3.296678 2.008816
H: 1.014086 0.585051 0.244524
H: 0.355100 -0.383358 1.567887
H: 1.860144 -1.712435 0.791447
H: 0.491749 -2.395556 0.014659
H: 1.716388 -0.579475 -1.918206
H: 3.000125 -1.360218 -1.043031
H: 2.230541 -3.538041 -1.476318
H: 0.742268 -2.981333 -2.196427
H: 2.843765 -1.756975 -3.717937
H: 3.255890 -3.456671 -3.494369
H: 1.948407 -3.074562 -5.542509
H: 0.607356 -2.454364 -4.528181
H: -1.278472 -4.593069 -6.713533
H: -0.995871 -3.251423 -5.627234
H: -1.797514 -4.695033 -5.049922
C: 1.350803 -1.908682 7.456838
C: 2.560469 -2.767048 7.851207
C: 3.963798 -2.192786 7.634024
F: 4.172103 -1.852893 6.342512
F: 4.867386 -3.134750 7.972254
F: 2.457250 -3.985751 7.279279
F: 2.462319 -2.934904 9.198192
O: 0.750294 -2.120017 6.185180
C: 1.196013 -1.546321 5.040591
C: 1.769923 -2.560361 4.046727
F: 2.700960 -3.337100 4.609833
F: 2.344144 -1.866942 3.026683
F: 2.045484 -0.529752 5.276715
F: 0.104215 -0.998233 4.430482
H: 0.569211 -2.210638 8.150797
H: 1.533204 -0.850168 7.641644
H: 4.115190 -1.313426 8.265961
H: 0.967766 -3.189703 3.654204
C: 3.254986 4.695336 0.218236
C: 3.186778 3.232733 -0.241039
C: 4.035189 2.181965 0.480859
F: 5.343792 2.461207 0.439392
F: 3.830543 0.988663 -0.142785
F: 3.379647 3.156816 -1.574205
F: 1.894240 2.823384 -0.006768
O: 4.104825 5.585962 -0.466724
C: 5.439650 5.709080 -0.170492
C: 6.343188 5.222436 -1.312174
F: 5.995787 3.980140 -1.710549
F: 7.614349 5.193267 -0.868807
F: 5.743123 5.120604 1.000822
F: 5.689695 7.024241 -0.038299
H: 2.259489 5.084964 0.005876
H: 3.387130 4.762454 1.299140
H: 3.715330 2.088303 1.522877
H: 6.264183 5.903612 -2.161558

Atomic forces in eV per Å
C 0.17 0.23 -0.20
C -0.21 0.34 0.34
C 0.34 0.15 0.12
C -0.55 -0.49 0.11
N 0.12 -0.09 -0.42
C -0.09 -0.12 -0.01
N 0.52 0.19 0.48
C -0.76 1.01 -0.01
N 1.20 -1.18 -0.34
C -0.59 0.33 0.65
C 0.39 0.32 0.15
C -0.09 -0.02 0.03
O -1.19 -0.16 -0.24
C 0.32 0.41 -0.47
Br 0.01 -0.10 0.11
Br -0.20 -0.09 0.05
C -0.83 -0.15 0.35
C 0.35 -0.28 0.45
C 0.82 0.46 -0.14
C -0.10 -0.84 0.34
C -0.85 -0.25 -0.15
O 0.13 0.23 0.08
C -0.19 0.14 -0.33
C -0.87 0.40 -0.11
C -0.06 0.53 0.41
C 0.57 0.16 0.31
C 0.84 -0.36 0.18
C 0.01 -0.77 -0.49
C -0.43 0.06 -0.20
N 0.03 0.24 0.19
C 0.20 -0.69 -0.21
C 0.24 0.47 0.18
C -0.04 -0.76 -0.07
C -0.20 0.61 -0.22
C -0.12 -0.41 0.59
C 0.06 -0.17 0.35
O 0.17 0.49 0.17
C -0.26 0.28 0.09
C -0.33 0.56 -0.06
O 0.43 -1.24 -0.45
H -0.05 -0.24 0.03
H -0.23 -0.23 -0.06
H -0.05 0.12 0.15
H 0.11 -0.06 -0.28
H 0.12 -0.20 -0.10
H -0.17 0.11 -0.09
H -0.15 -0.10 0.20
H 0.32 -0.11 -0.02
H 0.14 0.19 -0.13
H -0.01 0.08 0.19
H -0.26 -0.03 -0.43
H 0.21 -0.21 0.10
H 0.06 -0.03 -0.24
H 0.04 0.17 0.11
H 0.18 -0.18 -0.19
H 0.32 0.08 -0.04
H -0.15 -0.17 -0.12
H 0.31 0.07 0.09
H 0.16 0.07 -0.11
H -0.26 0.13 -0.17
H -0.35 -0.15 -0.05
H 0.20 -0.10 -0.03
H -0.01 0.21 -0.16
H -0.29 0.49 -0.08
H 0.55 0.16 0.05
H 0.23 0.10 0.13
H -0.11 -0.20 0.02
H 0.23 0.00 0.26
H -0.08 -0.13 -0.15
H 0.05 -0.15 -0.11
H -0.08 -0.10 -0.10
H -0.18 0.06 -0.06
H -0.02 0.16 0.10
H 0.07 0.05 0.02
H -0.01 0.28 -0.01
H -0.09 0.29 0.23
H 0.13 -0.17 0.21
H -0.19 -0.15 -0.07
H -0.09 0.19 -0.02
H 0.21 0.34 -0.03
H -0.02 -0.30 0.03
H -0.14 -0.14 0.02
H 0.17 0.20 -0.09
H 0.32 0.01 -0.22
H -0.07 0.10 -0.22
H -0.18 0.25 -0.20
H 0.01 -0.16 -0.22
H 0.07 0.16 0.09
H -0.04 -0.13 0.16
C -0.40 0.38 0.33
C -0.17 -0.28 -0.35
C 0.19 0.01 0.16
F -0.11 -0.01 -0.04
F -0.03 0.03 -0.03
F 0.06 0.08 -0.01
F -0.01 0.07 0.12
O 0.36 -0.53 -0.16
C -0.22 0.38 0.70
C -0.01 -0.15 -0.12
F 0.06 0.08 0.02
F -0.02 0.00 -0.06
F 0.10 -0.08 -0.12
F 0.04 -0.14 -0.26
H 0.00 -0.04 0.01
H 0.20 0.00 -0.12
H -0.02 0.01 -0.03
H -0.01 0.04 -0.01
C -0.41 0.42 0.41
C 0.37 0.23 -0.41
C -0.01 -0.13 0.15
F -0.02 0.05 -0.09
F -0.03 0.02 0.04
F 0.04 -0.05 0.09
F -0.07 0.04 0.07
O 0.14 -0.48 -0.44
C -0.19 0.15 0.26
C 0.11 0.02 -0.15
F -0.01 -0.03 0.08
F 0.01 -0.01 -0.01
F 0.01 -0.11 -0.08
F 0.03 0.10 0.08
H -0.03 -0.04 -0.01
H 0.15 -0.18 0.00
H 0.01 0.01 -0.01
H -0.01 0.01 0.02

## Properties
**Frontier orbital gap**: 8.134 eV
**Charge**: +1
**2S+1**: 1
**HOMO**: -11.1436 eV

***

No. 2
Computed, not measured: 3 unconnected molecules or ions with the total composition C4H14NO3 in a non-equilibrium geometry, with wB97M-V/def2-TZVPD.

Atoms and positions in Å:
C: 0.323261 -1.433156 -0.125486
O: 0.818196 -0.241938 0.352660
C: -0.566304 -1.210852 -1.453382
C: -1.421927 0.036740 -1.383091
C: -2.304057 0.127805 -0.110591
N: -1.896029 1.137519 0.851013
H: 1.086205 -2.111955 -0.540852
H: -0.401672 -1.891380 0.565972
H: 0.105698 -1.142583 -2.298103
H: -1.161371 -2.136772 -1.431949
H: -0.708053 0.860221 -1.364022
H: -2.048939 0.199359 -2.258548
H: -2.290672 -0.812782 0.422787
H: -3.303893 0.384112 -0.459667
H: -1.848912 2.031998 0.389675
H: -0.967036 0.902119 1.184732
H: 1.397949 -0.118156 1.856375
H: 1.644528 1.223282 2.639429
O: 1.849916 0.289410 2.668741
H: 3.090787 1.487662 -0.498025
H: 2.040867 0.379682 -0.477837
O: 2.541351 0.993082 -1.128949

Atomic forces in eV per Å
C -0.95 1.81 -1.75
O 0.20 -0.76 0.37
C 0.18 -0.53 1.48
C 0.22 0.10 0.59
C 0.52 0.56 -0.71
N -0.40 0.03 0.56
H 0.11 -0.47 0.79
H 0.52 -0.50 0.29
H 0.06 -0.24 -0.41
H -0.09 0.11 -0.78
H -0.03 0.21 0.10
H -0.03 -0.28 -0.31
H -0.34 -0.38 -0.04
H -0.34 -0.26 0.33
H 0.20 0.20 -0.06
H 0.23 0.04 -0.25
H 0.19 0.58 -0.15
H -0.14 0.08 -0.18
O 0.07 -0.50 0.32
H -0.14 -0.12 -0.48
H -0.55 0.39 -0.64
O 0.53 -0.08 0.93

## Properties
**Frontier orbital gap**: 8.086 eV
**Energy relative to the best compared isomer or geometry (same formula, charge and spin)**: 0.4911 eV
**Charge**: -1
**2S+1**: 1
**HOMO**: -4.0313 eV

***

No. 3
Computed, not measured: C5H10O2 in the gas phase, with wB97M-V/def2-TZVPD.

Atoms and positions in Å:
C: -0.606610 1.753058 -1.879183
C: 0.334427 0.964850 -1.361271
C: 0.022258 0.508033 0.061655
O: -1.368109 0.197152 0.047893
C: 0.746639 -0.707705 0.659020
C: 0.058143 -1.046689 1.977784
O: 0.596930 -1.842249 -0.187673
H: -0.758269 2.000277 -2.920824
H: -1.363975 2.127769 -1.196691
H: 1.184945 0.615083 -1.947643
H: 0.150411 1.356858 0.744894
H: -1.435488 -0.424921 -0.692420
H: 1.813325 -0.487269 0.832266
H: 0.449065 -1.967559 2.410887
H: 0.183066 -0.227553 2.694828
H: -1.011373 -1.165209 1.793874
H: 1.004614 -1.653925 -1.037397

Atomic forces in eV per Å
C 0.09 0.05 -0.09
C -0.22 0.12 -0.13
C 0.03 0.11 0.06
O -0.17 -0.13 0.09
C 0.00 0.23 0.19
C 0.08 -0.01 0.04
O -0.02 -0.04 -0.05
H 0.59 0.21 -0.06
H -0.11 -0.15 -0.27
H -0.16 -0.11 0.19
H -0.06 -0.15 0.02
H -0.36 0.03 0.27
H -0.17 -0.01 -0.13
H 0.12 0.07 -0.06
H 0.06 -0.14 -0.09
H 0.22 -0.07 0.09
H 0.10 -0.02 -0.07

## Properties
**Frontier orbital gap**: 10.471 eV
**Structure (SMILES)**: C=C[C@@H](O)[C@@H](C)O
**Energy relative to the best compared isomer or geometry (same formula, charge and spin)**: 2.3111 eV
**2S+1**: 1
**HOMO**: -9.6201 eV

***

No. 4
Computed, not measured: 2 unconnected molecules or ions with the total composition C3H8NO2S in a non-equilibrium geometry, with wB97M-V/def2-TZVPD.

Atoms and positions in Å:
O: 0.962423 1.304069 -0.514643
C: 1.415501 0.198457 -0.334368
C: 0.475176 -1.020081 -0.440160
C: -0.546327 -0.878042 0.699728
S: 0.350239 -0.485210 2.249500
N: -0.185552 -1.055767 -1.718938
H: 2.502457 0.111470 -0.143526
H: 1.013963 -1.956457 -0.295549
H: -1.215834 -0.035393 0.596128
H: -1.130165 -1.784995 0.779942
H: 0.387279 -0.646349 -2.446425
H: -1.097442 -0.635010 -1.704867
H: -1.129734 1.921911 1.761037
H: -0.523636 2.412674 0.466306
O: -1.278342 2.548727 1.045838

Atomic forces in eV per Å
O 0.12 0.04 0.05
C -0.16 0.37 -0.23
C -0.11 0.41 0.42
C 1.26 0.05 0.43
S -0.46 -0.44 -0.20
N 0.10 -0.42 -0.38
H -0.18 -0.41 0.03
H 0.29 0.06 0.16
H -0.26 0.22 -0.50
H -0.21 -0.21 0.31
H -0.29 -0.03 -0.06
H -0.07 0.36 -0.07
H -0.05 0.11 0.16
H 0.17 0.00 -0.25
O -0.15 -0.10 0.14

## Properties
**⟨S²⟩**: 0.753
**Frontier orbital gap (alpha / beta)**: 10.263 / 7.037 eV
**Energy relative to the best compared isomer or geometry (same formula, charge and spin)**: 0.6236 eV
**2S+1**: 2
**HOMO (alpha / beta)**: -9.7791 / -9.6013 eV